17
Properties=species:S:1:pos:R:3:forces:R:3 method="wB97M-V/def2-TZVPD" gap_ev=10.664 e_lumo_ev=-3.359 homo_energy_ev=-14.0231 smiles=CN1CC[NH2+]C1 charge=+1 de_lowest_kj_mol=315.7
C 1.930 0.045 0.607 -0.1534 -1.2009 0.6341
N 0.939 0.127 -0.494 -0.9548 2.3718 2.2832
C -0.216 1.186 -0.361 1.3779 -0.4266 -1.2723
C -1.579 0.523 0.243 1.9535 -0.5068 -4.3005
N -1.093 -0.957 0.299 -2.7275 0.8120 -3.7764
C 0.170 -0.946 -0.805 0.0660 -0.0718 -2.9841
H 1.460 0.223 1.604 0.2518 -0.0536 -0.5480
H 2.284 -1.050 0.624 -0.0312 1.8183 -0.0709
H 2.764 0.788 0.504 -0.7826 -0.9025 -0.2237
H -0.208 1.564 -1.416 -0.9489 -0.0853 1.0666
H 0.117 1.962 0.286 0.2385 0.6771 0.4007
H -1.724 0.962 1.159 -0.5672 0.4526 2.3505
H -2.534 0.690 -0.458 2.3272 -0.7997 1.5719
H -0.871 -1.306 1.202 0.1563 -0.4382 0.9624
H -1.934 -1.426 -0.153 1.6072 -0.2199 1.1976
H -0.242 -0.488 -1.801 -0.6452 -2.0865 1.6585
H 0.738 -1.896 -1.039 -1.1676 0.6600 1.0504



8
Properties=species:S:1:pos:R:3:forces:R:3 method="wB97M-V/def2-TZVPD" gap_ev=9.782 e_lumo_ev=0.873 homo_energy_ev=-8.9093 smiles=[NH3+][O-].C#N charge=0 de_lowest_kj_mol=431.6
N 0.200 0.975 0.444 2.7460 -4.4020 0.6283
O 0.919 0.660 -0.685 -0.2194 -0.0992 -0.6525
H -0.601 0.362 0.588 -0.7516 -0.1067 -0.2410
H -0.021 1.890 0.441 -1.0855 4.0152 0.3094
H 0.825 0.706 1.230 -0.5443 0.8312 -0.0180
C -0.484 -1.571 -0.719 2.3317 0.0103 -2.2540
N -1.095 -1.432 0.220 -1.7351 -0.1483 1.8232
H 0.257 -1.589 -1.518 -0.7418 -0.1006 0.4046



15
Properties=species:S:1:pos:R:3:forces:R:3 method="wB97M-V/def2-TZVPD" gap_ev=8.700 e_lumo_ev=1.036 homo_energy_ev=-7.6636 smiles=Cc1c[nH]c(N)c1 charge=0 de_lowest_kj_mol=48.4
C -2.380 -0.209 0.128 -0.0690 0.1900 -0.0387
C -0.932 0.155 0.027 -0.1752 -0.5685 -0.8874
C -0.313 1.342 -0.237 -0.0597 0.2075 0.2521
N 1.053 1.136 -0.164 -0.2338 -0.0252 0.2139
C 1.303 -0.186 0.096 -0.0273 0.0221 -0.7210
N 2.654 -0.584 0.276 -0.2753 -0.2425 -0.1133
C 0.079 -0.840 0.096 0.9901 0.7094 0.1730
H -2.592 -1.188 -0.325 0.1447 0.2765 0.0028
H -2.665 -0.293 1.183 -0.0699 0.0881 -0.1428
H -3.011 0.540 -0.349 -0.1397 -0.0178 0.0529
H -0.733 2.286 -0.545 0.0870 0.0982 0.2939
H 1.758 1.850 -0.235 -0.0531 -0.1243 0.1840
H 2.729 -1.400 0.871 -0.0847 0.1370 -0.0958
H 3.151 -0.770 -0.589 -0.1334 0.0613 0.0323
H -0.101 -1.838 -0.233 0.0994 -0.8118 0.7941



7
Properties=species:S:1:pos:R:3:forces:R:3 method="wB97M-V/def2-TZVPD" gap_ev=10.701 e_lumo_ev=1.138 homo_energy_ev=-9.5633 smiles="C=C=C" charge=0 de_lowest_kj_mol=65.2
C 0.470 -0.952 0.843 -2.4410 2.0280 -2.6916
C -0.038 -0.037 -0.006 -0.6241 0.2757 -0.6685
C -0.462 0.959 -0.831 1.5579 -3.3200 5.2862
H 0.050 -1.875 1.191 -0.4933 0.0610 0.1407
H 1.430 -0.685 1.083 2.4788 0.0236 0.7904
H -0.655 1.891 -0.427 -0.9633 1.5901 1.2688
H -0.401 1.009 -1.821 0.4851 -0.6585 -4.1261



122
Properties=species:S:1:pos:R:3:forces:R:3 method="wB97M-V/def2-TZVPD" gap_ev=9.228 e_lumo_ev=0.364 homo_energy_ev=-8.8634 smiles="COC[C@H](C)N.COC[C@H](C)N.COC[C@H](C)N.COC[C@H](C)N.NC(N)=O.NC(N)=O.NC(N)=O.OCCO.OCCO.OCCO" charge=0 de_lowest_kj_mol=610.9
C 22.335 14.167 17.989 -0.4650 0.4322 -1.4957
O 21.869 15.166 17.024 -0.3869 -0.7164 1.1550
C 21.013 14.704 15.988 0.3978 -0.1294 -1.1397
C 20.310 15.865 15.268 -0.2292 0.2554 -0.0497
C 19.250 15.360 14.299 -0.4650 -0.0941 0.5600
N 21.192 16.719 14.500 0.8260 0.2725 0.0534
H 22.810 13.344 17.455 0.5103 0.1150 -0.1157
H 21.543 13.659 18.541 -0.4674 0.4950 0.1507
H 23.015 14.686 18.664 -0.0774 -0.1459 -0.1424
H 21.604 14.216 15.213 0.4906 -0.0866 -0.1911
H 20.318 13.892 16.201 -0.2153 0.2279 0.9753
H 19.847 16.539 15.989 -0.1945 -0.1686 0.2937
H 18.797 16.153 13.704 0.3582 0.2466 0.1740
H 18.429 14.958 14.891 -0.0794 -0.5168 -0.2184
H 19.664 14.628 13.606 -0.0542 -0.2712 0.0870
H 21.979 16.967 15.082 0.1767 0.3151 0.2306
H 21.618 16.178 13.762 -0.0213 -0.2084 -0.3660
C 9.678 9.900 15.093 0.3361 0.6537 -0.1150
O 10.025 11.217 14.643 0.2108 -0.2100 0.2735
C 10.850 11.320 13.490 -0.3153 1.8941 0.3719
C 11.334 12.864 13.381 -0.0381 -0.2126 -1.2299
C 10.195 13.911 13.487 0.2034 -1.2170 0.5264
N 12.078 13.216 12.104 -0.5285 -0.3634 1.2676
H 9.002 9.376 14.417 -0.2120 0.1730 -0.1850
H 9.206 10.058 16.063 -0.0679 -0.1727 -0.0951
H 10.547 9.257 15.231 0.2697 0.1092 -0.0079
H 11.735 10.691 13.588 0.0877 -0.1986 -0.1523
H 10.239 11.041 12.631 0.2360 -0.0489 -0.4445
H 12.096 13.008 14.147 -0.2592 0.0253 0.3792
H 9.468 13.745 12.692 0.0504 0.0514 -0.2365
H 10.568 14.934 13.437 0.0881 -0.1309 0.0208
H 9.645 13.735 14.411 0.0597 0.2150 0.0863
H 12.773 12.514 11.894 0.0864 -0.1779 -0.2347
H 11.418 13.306 11.344 -0.0398 -0.2838 -0.2208
C 14.257 6.478 18.076 -0.0962 0.0216 -0.3582
O 13.840 7.757 17.653 -0.3219 -0.3734 0.9599
C 12.973 8.340 18.632 -1.2460 0.4786 -1.9450
C 12.045 9.258 17.783 -0.1467 -0.1875 -0.4610
C 12.858 10.017 16.723 1.0438 -0.2222 0.6984
N 11.261 10.108 18.653 0.1551 0.1947 0.3446
H 13.453 5.773 18.286 -0.6697 0.2802 0.2459
H 14.816 6.612 19.002 0.6469 -0.5313 -0.1928
H 14.726 5.999 17.217 0.8505 0.2494 0.3452
H 12.379 7.548 19.087 -0.0858 0.0541 0.2177
H 13.432 8.945 19.414 0.6815 -0.0883 -0.0202
H 11.356 8.614 17.236 -0.1258 -0.2806 0.1010
H 13.188 9.365 15.914 -0.2540 0.0130 -0.1032
H 13.781 10.280 17.240 0.2973 0.4500 -0.1343
H 12.427 10.940 16.336 -0.4617 -0.1480 0.0717
H 11.880 10.487 19.355 0.0546 0.0294 0.5771
H 11.014 10.962 18.175 -0.2734 0.0250 -0.3885
C 12.172 14.153 17.741 -1.0914 0.0427 -0.0102
O 11.525 13.272 18.666 2.1671 -1.0027 -0.2290
C 10.304 13.656 19.150 -1.4837 1.0164 1.0694
C 9.626 12.629 20.093 0.7414 -1.0867 -0.7763
C 8.246 13.041 20.535 -0.5653 0.7334 -0.9412
N 10.439 12.086 21.222 -0.3773 0.7212 -1.5269
H 11.417 14.388 16.991 0.0183 0.5918 -0.1945
H 13.009 13.735 17.181 -0.0909 -0.8592 0.5273
H 12.578 15.043 18.220 -0.3475 0.2196 0.2021
H 10.308 14.624 19.651 0.5045 0.4882 0.2598
H 9.596 13.797 18.333 -0.2719 -0.0129 -0.3622
H 9.439 11.859 19.344 0.1660 -0.9019 0.5287
H 8.218 13.970 21.104 0.0249 -0.0173 0.1849
H 7.672 12.263 21.039 0.4443 -0.1164 0.3111
H 7.680 13.190 19.615 -0.2977 0.3952 -0.0596
H 9.746 11.569 21.745 0.2578 -0.1921 0.4857
H 10.694 12.900 21.762 0.1799 0.0117 0.5056
N 19.395 10.430 12.556 2.5143 0.8402 3.1974
C 18.421 11.014 11.921 -1.8884 -1.2210 -1.0054
N 18.148 10.219 10.920 -0.3406 -1.7427 -2.9277
O 17.728 11.949 12.266 -0.2527 2.2120 0.7039
H 19.780 11.032 13.270 1.0600 -0.7902 0.2334
H 19.798 9.664 12.035 1.0831 0.6056 1.4378
H 18.868 9.512 10.868 -1.0817 -0.1345 -1.3720
H 17.546 10.409 10.131 -0.4807 0.2327 -0.0531
N 15.248 12.551 8.018 -0.2640 2.7015 -5.4504
C 15.512 11.846 9.035 0.7910 -2.1785 4.6560
N 14.872 12.243 10.129 -1.2801 0.5891 1.8000
O 16.264 10.880 9.132 0.5846 -0.6140 -1.4718
H 14.581 13.307 8.077 0.3392 -0.1939 -0.1999
H 15.907 12.517 7.254 -0.4259 0.0533 -0.0966
H 15.076 11.754 10.990 -0.3208 0.1133 -0.1936
H 14.499 13.176 10.230 0.0886 -0.1852 -0.0529
N 22.008 9.505 15.439 4.2123 -4.5724 0.2148
C 21.234 10.509 15.448 -1.4778 4.8010 -1.6263
N 20.023 10.246 15.878 -3.1530 -0.5789 1.2061
O 21.560 11.612 14.982 -0.0900 -0.0477 0.3548
H 21.721 8.631 15.854 0.3728 0.1941 -0.0472
H 22.995 9.686 15.322 -0.2233 -0.1977 -0.0934
H 19.763 9.295 16.094 -0.1324 0.3619 0.0646
H 19.268 10.915 15.827 0.2524 0.0033 -0.0215
O 12.871 16.127 12.011 0.1965 0.6310 0.0389
C 14.013 16.351 12.804 1.2300 -0.6712 -0.3217
C 15.332 16.210 11.929 -1.4359 0.7714 0.8940
O 16.421 16.736 12.678 -0.2340 -0.2012 -0.2381
H 12.716 15.180 12.029 -0.3430 -0.7077 -0.0471
H 13.970 17.318 13.306 0.0768 0.3455 -0.5788
H 14.029 15.662 13.649 0.1820 -0.4302 0.0227
H 15.107 16.783 11.030 0.2263 0.3364 -0.1478
H 15.526 15.194 11.584 -0.1327 -0.3582 0.3619
H 17.230 16.480 12.228 0.1346 0.0539 0.0418
O 17.254 11.856 17.724 0.2484 0.1104 0.2531
C 18.064 13.016 17.941 -0.9698 -0.5427 -0.0667
C 17.210 14.290 17.898 0.3166 0.3254 -0.4147
O 16.179 14.322 18.874 0.4588 -0.6323 0.4395
H 16.992 11.944 16.805 -0.1512 -0.2130 -0.3138
H 18.619 12.828 18.860 -0.2606 0.3803 0.2219
H 18.799 13.032 17.136 0.0974 0.5319 -0.0343
H 16.774 14.393 16.904 -0.1538 -0.4072 -0.3045
H 17.886 15.144 17.935 0.1863 0.2719 0.5357
H 15.615 15.097 18.810 0.2993 0.1121 -0.3318
O 15.172 11.570 12.695 -1.0555 -0.2968 -0.6619
C 14.927 11.291 14.018 0.4239 0.1086 1.9717
C 15.448 12.440 14.895 -0.8818 -0.4776 -0.3536
O 16.865 12.378 14.889 -0.1103 0.2204 0.6992
H 16.116 11.513 12.528 0.9827 0.2100 -0.1188
H 13.900 10.979 14.204 -0.2480 0.5589 -0.2318
H 15.512 10.462 14.414 0.1907 -0.5267 -0.3584
H 15.062 12.304 15.905 0.2356 0.1076 0.2231
H 15.129 13.407 14.506 -0.2200 0.1251 0.0076
H 17.148 12.744 14.048 0.5253 -0.1110 -0.3426



11
Properties=species:S:1:pos:R:3:forces:R:3 method="wB97M-V/def2-TZVPD" gap_ev="5.597 / 5.616" e_lumo_ev="-10.857 / -12.192" homo_energy_ev="-16.4542 / -17.8077" charge=+2 spin_multiplicity=6 de_lowest_kj_mol=0.0
O 0.224 2.890 -0.739 0.7300 0.5852 -0.3806
C -0.917 2.525 -0.929 -1.0806 -1.8694 1.0701
C -1.359 1.265 -0.294 1.1380 -0.9129 1.9038
H -1.637 3.095 -1.547 0.2317 0.1548 0.1098
H -2.386 1.231 0.084 0.0043 -0.0435 -1.0002
C -0.414 0.261 0.187 0.0032 1.6074 -3.0735
C -0.765 -1.112 0.398 -3.3647 6.2634 3.2437
O 0.003 -2.061 0.422 2.8601 -4.2788 0.1766
Co 0.205 -3.748 1.112 -0.0031 0.5504 -0.3424
H 0.643 0.521 0.094 -0.0373 -0.3432 -0.3422
H -1.418 -0.844 1.338 -0.4816 -1.7133 -1.3650